Record 1
C5H4 | wB97M-V/def2-TZVPD

```
9
Properties=species:S:1:pos:R:3:forces:R:3:lowdin_charge:R:1
C 0.423933 0.038401 0.356589 0.649 0.878 2.560 -0.360
C 0.067405 1.091320 -0.861893 -0.584 -2.002 3.065 -0.059
C 0.911031 0.090497 -1.055266 -0.316 0.185 -0.087 0.017
C 0.417472 -0.494948 1.635982 -2.542 0.028 1.647 -0.018
C -0.772324 1.422600 0.298898 1.266 -2.060 -3.454 0.001
H 1.013162 -1.349622 2.173098 -0.822 1.695 -2.078 0.071
H -0.597067 -0.216805 2.503402 3.402 -0.443 -3.040 0.144
H -1.518625 0.610003 0.498626 -0.470 2.067 -0.056 0.108
H -0.602492 2.475236 0.498932 -0.583 -0.348 1.442 0.096
```
Positions in Å, forces in eV/Å.

Computed properties:
Multiplicity: 1
Total energy, eV: -5240.894
HOMO, eV: -9.267
ΔE to the lowest compared entry with this formula, charge and spin, eV: 5.301


Record 2
C4H9As2Cl6F12OY | wB97M-V/def2-TZVPD

```
35
Properties=species:S:1:pos:R:3:forces:R:3:lowdin_charge:R:1
Y -2.354570 -1.296960 -1.673134 4.344 2.101 2.104 1.946
C 0.860013 -0.731289 -1.010875 0.796 -0.808 0.355 -0.217
O -0.262504 -0.634734 -1.848596 -3.733 -1.423 -0.212 -0.442
H 0.941876 0.077763 -0.281397 -0.187 0.196 -0.218 0.077
H 0.881503 -1.669509 -0.438387 -0.327 0.078 0.049 0.057
H 1.781346 -0.791178 -1.602009 -0.122 0.386 -0.139 0.074
As -2.249525 -2.895341 1.955718 -1.635 -0.389 3.060 0.708
F -1.745732 -4.366356 1.259751 0.335 0.007 -0.654 -0.224
F -3.886139 -3.147599 1.406619 0.325 -0.303 -1.142 -0.260
F -2.859328 -1.381005 2.468667 0.390 0.540 -0.205 -0.217
F -0.709050 -2.462152 2.530811 0.381 0.011 -0.635 -0.233
F -1.839560 -2.108431 0.334208 -0.230 0.598 -2.054 -0.370
F -2.623492 -3.673663 3.422423 -0.018 -0.116 0.223 -0.208
As -3.249399 2.333044 -0.250969 -1.276 1.558 1.225 0.730
F -2.678891 0.665248 -0.926807 -0.070 -1.468 -0.979 -0.400
F -3.322754 2.927781 -1.854378 0.410 -0.395 -0.357 -0.219
F -3.837604 3.785020 0.393770 0.225 0.311 0.038 -0.194
F -3.172908 1.581915 1.270719 0.108 -0.414 0.194 -0.202
F -1.587130 2.702575 -0.131410 0.200 0.033 -0.339 -0.215
F -4.849910 1.714069 -0.456933 0.137 -0.438 -0.268 -0.239
C 1.873636 3.183725 0.933684 -0.015 -0.465 -0.046 -1.046
Cl 2.733864 2.022359 1.978083 -0.002 0.042 -0.143 0.479
Cl 0.957872 4.340709 1.879818 0.015 0.200 -0.023 0.535
H 2.606580 3.671262 0.302754 0.010 0.179 0.135 0.014
H 1.178402 2.615923 0.325192 -0.052 0.021 0.029 -0.007
C 2.122934 1.958042 -3.598144 0.043 0.209 0.753 -1.028
Cl 3.513163 2.031497 -2.486053 0.042 -0.099 -0.034 0.497
Cl 2.615668 1.779970 -5.272403 -0.123 -0.033 -0.005 0.528
H 1.507070 1.129716 -3.265990 0.015 -0.142 -0.279 -0.002
H 1.591138 2.888303 -3.436681 -0.057 0.044 -0.362 0.027
C 3.251457 -3.122373 1.647655 -1.011 0.506 -0.255 -1.036
Cl 1.757666 -4.096117 1.641155 0.218 -0.039 -0.077 0.516
Cl 4.678118 -4.079948 1.329453 0.173 0.052 0.210 0.531
H 3.132030 -2.375541 0.869068 0.166 -0.157 -0.191 0.007
H 3.244150 -2.576733 2.584617 0.526 -0.383 0.243 0.034
```
Positions in Å, forces in eV/Å.

Computed properties:
Multiplicity: 1
Total energy, eV: -236812.744
HOMO, eV: -10.835
ΔE to the lowest compared entry with this formula, charge and spin, eV: 0.000